1.
The following is a DFT calculation (wB97M-V/def2-TZVPD) of a cluster of 2 separate species, CH3BrN2 in total at a distorted geometry.

Properties
- Orbital gap (spin up / spin down): 7.085 / 7.014 eV
- Energy above the lowest of the compared OMol25 structures with the same formula, charge and spin: 55.49 kJ/mol
- Net charge: 0
- DFT total energy: -2723.336258 Eh

Positions of all 7 atoms, in Å:
C (-0.10274, -0.22298, 0.05373)
N (-0.58258, -1.51161, -0.15630)
N (-0.41021, -2.64078, -0.05894)
Br (2.08386, -2.71447, 1.08738)
H (0.62764, 0.01476, -0.57957)
H (0.13479, -0.07661, 1.04332)
H (-0.92294, 0.48442, -0.23280)

2.
The following is a DFT calculation (wB97M-V/def2-TZVPD) of a structure of composition C28H64Cl4K2N4O15P at a distorted geometry.

Properties
- Orbital gap: 1.671 eV
- Net charge: -1
- DFT total energy: -5834.240849 Eh

Positions of all 118 atoms, in Å:
C (-3.21459, 0.59856, 6.15459)
C (-2.03995, 0.99683, 5.29913)
O (-2.55040, 1.65644, 4.12416)
C (-1.63209, 1.87193, 3.12969)
C (-1.34990, 0.51035, 2.25459)
C (-2.07440, 0.51314, 0.84972)
C (-3.57444, 0.51325, 1.26435)
C (-4.32031, 1.76385, 0.88364)
O (-3.91643, 2.87918, 1.05732)
O (-5.55832, 1.53420, 0.33198)
C (-1.49050, 1.71963, -0.00339)
C (-0.10603, 1.04745, -0.53216)
N (-0.35098, -0.43251, -0.54451)
C (0.76600, -1.21441, 0.13758)
C (1.72162, -1.82343, -0.88642)
C (2.62600, -2.84747, -0.16629)
N (2.71430, -4.06499, -0.95979)
C (-1.78454, -0.65355, -0.13676)
C (-2.15682, -2.09107, 0.24512)
Cl (-1.30446, -3.18452, -0.91960)
C (-1.87394, -2.59973, 1.65058)
C (-2.16916, -4.09689, 1.71763)
P (-2.97621, -0.23935, -1.62574)
N (-1.93532, 0.50392, -2.77204)
O (-3.37706, -1.65079, -2.33696)
H (-3.93325, 0.04941, 5.55391)
H (-3.70912, 1.48453, 6.55710)
H (-2.91810, -0.08209, 6.95599)
H (-1.35739, 1.65839, 5.84221)
H (-1.50808, 0.07879, 5.02762)
H (-2.03461, 2.70826, 2.51407)
H (-0.66331, 2.23528, 3.59914)
H (-0.23663, 0.39541, 2.19688)
H (-1.68069, -0.28320, 2.91290)
H (-4.13241, -0.33200, 0.87349)
H (-3.65886, 0.43540, 2.35004)
H (-6.20373, 1.95466, 0.91814)
H (-2.11440, 2.14649, -0.77758)
H (-1.12774, 2.64094, 0.50752)
H (0.86060, 1.40166, -0.10670)
H (-0.00602, 1.32251, -1.57892)
H (-0.27642, -0.69221, -1.52791)
H (1.32669, -0.57942, 0.82195)
H (0.36750, -2.04518, 0.69927)
H (2.31141, -1.06235, -1.39596)
H (1.12012, -2.40367, -1.58304)
H (3.63519, -2.45226, -0.06386)
H (2.23765, -3.05977, 0.83710)
H (3.36430, -4.71644, -0.54206)
H (1.81085, -4.52246, -1.01245)
H (-3.22745, -2.20823, 0.08724)
H (-0.86535, -2.38466, 1.99668)
H (-2.54677, -2.08159, 2.34186)
H (-3.06158, -4.32736, 1.13215)
H (-1.27130, -4.60223, 1.34323)
H (-2.39436, -4.35519, 2.74898)
H (-1.65504, -0.12656, -3.51640)
H (-2.44317, 1.28042, -3.18494)
H (-2.60118, -2.11067, -2.68997)
C (0.01084, 2.78449, -6.42707)
C (-0.80525, 1.60226, -5.94231)
O (-2.07657, 2.00463, -5.43757)
H (0.15874, 3.50199, -5.61916)
H (0.98649, 2.46463, -6.79469)
H (-0.51065, 3.29935, -7.23610)
H (-0.29003, 1.09683, -5.12389)
H (-0.94890, 0.88247, -6.75443)
H (-2.54866, 2.44390, -6.15669)
O (-3.80019, -1.92412, 7.29057)
H (-4.62043, -2.26294, 7.66535)
K (0.30075, 2.06414, 1.75790)
C (0.76816, -8.22161, 1.09468)
C (0.24529, -6.96518, 1.81466)
O (0.28931, -5.86699, 1.02456)
H (1.80908, -8.08112, 0.78860)
H (0.73079, -9.10714, 1.74495)
H (0.16828, -8.43610, 0.20485)
H (0.84194, -6.89718, 2.75763)
H (-0.77372, -7.24694, 2.19162)
C (-6.70231, 0.30216, -2.54949)
Cl (-6.48506, -1.29970, -1.85480)
Cl (-5.79448, 0.45904, -4.06069)
Cl (-8.41022, 0.66280, -2.80086)
H (-6.30267, 1.02158, -1.84720)
C (-4.59890, 3.44375, -8.82659)
O (-3.31316, 3.33643, -8.21576)
H (-5.11131, 2.49751, -8.67739)
H (-5.18562, 4.24234, -8.36788)
H (-4.50592, 3.63342, -9.89775)
H (-2.85616, 4.17184, -8.34685)
K (-0.51758, 5.28043, 2.85664)
C (3.67284, -7.44149, -1.83591)
N (4.65734, -7.69484, -0.74857)
O (5.53368, -6.87219, -0.56753)
O (4.49338, -8.70591, -0.10616)
H (3.93115, -6.50693, -2.31972)
H (3.73194, -8.27684, -2.52667)
H (2.69035, -7.39184, -1.36916)
C (6.35262, 4.13840, -0.15818)
O (6.73805, 5.18012, 0.70525)
C (5.69991, 6.11258, 0.96744)
C (5.03203, 5.86831, 2.30112)
O (4.33830, 4.62047, 2.32175)
C (5.06351, 3.59681, 2.98934)
H (7.11617, 3.36320, -0.10024)
H (5.38908, 3.70640, 0.13069)
H (6.29097, 4.49362, -1.19585)
H (4.96010, 6.09073, 0.15655)
H (6.15614, 7.10575, 0.98736)
H (4.28607, 6.65537, 2.46506)
H (5.75501, 5.91843, 3.11469)
H (5.03022, 3.73902, 4.07180)
H (6.10691, 3.56851, 2.67493)
H (4.58625, 2.64448, 2.74030)
C (8.22711, 6.14845, 4.25610)
O (9.40868, 5.83204, 4.47556)
O (7.24102, 5.37060, 4.48995)
O (7.87986, 7.27512, 3.77120)

3.
The following is a DFT calculation (wB97M-V/def2-TZVPD) of a structure of composition C35H41Cl2N6O5RuTe at a distorted geometry.

Properties
- Orbital gap (spin up / spin down): 7.822 / 6.953 eV
- Multiplicity: 5
- Energy above the lowest of the compared OMol25 structures with the same formula, charge and spin: 102.03 kJ/mol
- Net charge: +1
- DFT total energy: -3346.067608 Eh

Positions of all 91 atoms, in Å:
Ru (1.14801, -1.21777, 0.01891)
C (2.89456, 4.10767, -0.22062)
O (1.83399, 3.19524, -0.53641)
C (1.91205, 1.91309, -0.22957)
O (0.99982, 1.16670, -0.54357)
N (3.01997, 1.49313, 0.43346)
N (3.08013, 0.16404, 0.82854)
H (2.58064, 5.06043, -0.62855)
H (3.82906, 3.80471, -0.69386)
H (3.02113, 4.20674, 0.85861)
H (3.70280, 2.14263, 0.78101)
H (2.99461, 0.06021, 1.83143)
H (3.93564, -0.26751, 0.50573)
C (-0.11636, -2.55612, 3.18105)
C (-0.41430, -1.17489, 2.66131)
O (-1.12136, -0.41349, 3.37151)
N (0.05036, -0.78795, 1.46566)
Te (-1.35634, 1.45525, 1.62293)
C (-2.38448, 3.31142, 2.01717)
C (-3.19787, 3.90273, 1.04679)
C (-3.43407, 3.27561, -0.30625)
C (-3.80346, 5.12082, 1.34882)
C (-3.61128, 5.75356, 2.56709)
C (-4.28516, 7.06237, 2.88408)
C (-2.77126, 5.15338, 3.50250)
C (-2.14140, 3.94525, 3.24513)
C (-1.21749, 3.34493, 4.27852)
C (-3.11510, 0.37583, 1.15867)
C (-3.20928, -0.29159, -0.06830)
C (-2.11997, -0.29950, -1.11086)
C (-4.38116, -0.98768, -0.35340)
C (-5.44799, -1.02192, 0.52911)
C (-6.71535, -1.76143, 0.19806)
C (-5.31707, -0.36033, 1.74520)
C (-4.16629, 0.33158, 2.09240)
C (-4.09422, 0.97840, 3.45114)
H (-0.21430, -2.55799, 4.26447)
H (0.87333, -2.88282, 2.88068)
H (-0.84747, -3.24563, 2.75436)
H (-2.52943, 2.78785, -0.67531)
H (-3.73427, 4.03074, -1.03239)
H (-4.22255, 2.52141, -0.25308)
H (-4.43771, 5.58742, 0.60144)
H (-4.80525, 7.46112, 2.01406)
H (-3.55765, 7.80206, 3.22175)
H (-5.01270, 6.92816, 3.68716)
H (-2.60082, 5.64702, 4.45458)
H (-1.27847, 3.88928, 5.21936)
H (-0.17892, 3.38313, 3.93700)
H (-1.46050, 2.29850, 4.47139)
H (-1.50348, 0.59978, -1.06889)
H (-2.55017, -0.37591, -2.10927)
H (-1.47583, -1.16804, -0.97080)
H (-4.45640, -1.51377, -1.29988)
H (-6.71302, -2.11234, -0.83284)
H (-7.58623, -1.12180, 0.34514)
H (-6.83255, -2.62821, 0.85151)
H (-6.14241, -0.38576, 2.44976)
H (-4.89203, 0.60584, 4.09136)
H (-4.20109, 2.06201, 3.38108)
H (-3.14009, 0.75312, 3.92808)
Cl (2.49271, -6.03733, -0.24209)
C (0.90115, -5.38893, 0.20712)
Cl (0.46556, -5.87292, 1.85300)
C (0.92463, -3.86519, 0.11053)
O (0.12185, -3.31564, -0.66580)
O (1.75797, -3.21684, 0.80771)
H (0.17058, -5.80231, -0.47207)
C (2.13100, -1.33631, -4.07869)
C (1.79563, -0.96329, -2.79476)
N (2.23738, -1.63722, -1.71697)
C (3.01524, -2.71426, -1.91116)
C (3.36004, -3.18189, -3.16731)
C (2.90827, -2.46394, -4.26860)
C (4.06804, -4.47586, -3.30914)
C (5.27118, -4.69856, -3.83234)
C (6.25100, -3.69135, -4.28582)
C (7.42886, -4.09960, -4.89980)
C (8.33457, -3.11566, -5.25618)
N (8.10356, -1.82370, -5.03515)
C (6.94411, -1.53484, -4.45423)
N (6.00965, -2.39352, -4.06400)
H (1.77629, -0.75316, -4.91774)
H (1.16201, -0.10758, -2.60258)
H (3.37479, -3.21460, -1.02134)
H (3.15542, -2.80004, -5.26842)
H (3.50164, -5.32982, -2.95142)
H (5.60879, -5.72634, -3.90753)
H (7.62714, -5.14595, -5.09060)
H (9.27842, -3.36072, -5.73070)
H (6.74103, -0.48337, -4.27805)

4.
The following is a DFT calculation (wB97M-V/def2-TZVPD) of a cluster of 6 separate species, H12O6 in total at a distorted geometry.

Properties
- SMILES: O.O.O.O.O.O
- Orbital gap: 10.086 eV
- Energy above the lowest of the compared OMol25 structures with the same formula, charge and spin: 256.83 kJ/mol
- Net charge: 0
- DFT total energy: -458.574651 Eh

Positions of all 18 atoms, in Å:
O (0.10011, -1.95689, 1.07490)
H (-0.59472, -1.52305, 0.57533)
H (-0.26455, -1.96240, 1.90389)
O (-1.63190, 0.06808, -2.39031)
H (-0.97691, -0.42038, -1.87146)
H (-2.42180, 0.01187, -1.98642)
O (1.29090, 2.66329, -0.32672)
H (1.61272, 2.04225, -1.02934)
H (0.54035, 2.96602, -0.74100)
O (2.42184, 1.53578, -2.65723)
H (2.94400, 1.19607, -3.37806)
H (2.07694, 0.75211, -2.19905)
O (-1.99312, -3.06519, 3.80233)
H (-2.87045, -3.16927, 4.15716)
H (-1.90104, -2.13601, 3.79834)
O (0.01280, 0.77859, 0.37311)
H (-0.58814, 1.31100, 0.92221)
H (0.83858, 0.74254, 0.83976)

5.
The following is a DFT calculation (wB97M-V/def2-TZVPD) of the molecule C3H4ClN3 at a distorted geometry.

Properties
- SMILES: [H]/N=c1\[nH]cc(Cl)[nH]1
- Orbital gap: 8.688 eV
- Energy above the lowest of the compared OMol25 structures with the same formula, charge and spin: 266.65 kJ/mol
- Net charge: 0
- DFT total energy: -741.079273 Eh

Positions of all 11 atoms, in Å:
H (2.71235, -0.22477, -0.34919)
N (2.01021, -1.01797, -0.18657)
C (0.87947, -0.46406, -0.11870)
N (0.50596, 0.84781, -0.22048)
C (-0.87586, 1.11661, 0.15429)
C (-1.45006, -0.09036, 0.35539)
Cl (-3.12936, -0.47149, -0.19829)
N (-0.38538, -1.05905, 0.13888)
H (1.50352, 1.35344, 0.36856)
H (-1.24626, 2.11187, -0.38948)
H (-0.52459, -2.10203, 0.44557)

6.
The following is a DFT calculation (wB97M-V/def2-TZVPD) of the ion CH8N4OP with charge +1 at a distorted geometry.

Properties
- SMILES: NC(N)=[NH+]P(N)O
- Orbital gap: 8.080 eV
- Net charge: +1
- DFT total energy: -678.280843 Eh

Positions of all 15 atoms, in Å:
N (1.54081, 0.69293, 0.45992)
C (0.91573, -0.24616, -0.33880)
N (1.12582, -1.57181, -0.07946)
N (0.14671, 0.17446, -1.35149)
P (-1.40590, 0.83454, -0.69113)
N (-1.90705, -0.31529, 0.48274)
O (-0.95232, 2.21957, 0.10350)
H (0.89014, 1.10551, 1.14131)
H (2.21091, 0.17424, 1.03123)
H (2.02170, -1.98497, -0.30452)
H (0.39865, -2.09016, 0.39984)
H (-0.05875, -0.61208, -1.97182)
H (-2.56989, -0.98333, 0.10380)
H (-2.22498, 0.09794, 1.35685)
H (-0.13159, 2.50463, -0.34198)